Record 1
The following is a DFT calculation (the ωB97M-V functional and the def2-TZVPD basis) of a molecular structure, C35H47BBaN11O6S.

The HOMO energy (alpha / beta) is -4.08 / -4.08 eV. As for the charge: -1. The frontier orbital gap (alpha / beta) comes out at 5.77 / 5.77 eV. Its energy relative to the best compared isomer or geometry (same formula, charge and spin) is 0.5714 eV.

Geometry (Å):
1 Ba -0.348 -0.069 -0.197
2 C 3.408 0.957 -2.327
3 C 2.173 0.883 -3.229
4 N 1.664 -0.465 -3.469
5 C 2.592 -1.432 -4.048
6 C 2.763 -2.710 -3.211
7 N 3.240 -2.599 -1.841
8 C 4.479 -1.862 -1.641
9 C 4.309 -0.651 -0.715
10 N 3.200 0.186 -1.115
11 H 3.650 2.006 -2.115
12 H 4.268 0.542 -2.859
13 H 2.377 1.371 -4.188
14 H 1.366 1.450 -2.756
15 H 1.362 -0.822 -2.571
16 H 3.562 -0.965 -4.251
17 H 2.211 -1.767 -5.021
18 H 3.432 -3.376 -3.767
19 H 1.793 -3.214 -3.172
20 H 2.525 -2.207 -1.240
21 H 4.874 -1.530 -2.607
22 H 5.250 -2.510 -1.206
23 H 5.270 -0.112 -0.685
24 H 4.113 -1.006 0.297
25 H 2.810 0.734 -0.346
26 O -3.458 -3.177 -0.519
27 S -2.753 -1.926 -0.685
28 O -1.417 -2.117 -1.358
29 O -2.419 -1.287 0.649
30 O -3.495 -0.902 -1.454
31 C -0.430 5.090 1.889
32 C 0.812 4.214 1.947
33 C 1.457 4.343 3.325
34 O 0.412 2.837 1.789
35 B 1.413 2.124 1.063
36 O 2.299 3.092 0.546
37 C 1.811 4.424 0.782
38 C 2.990 5.326 1.106
39 C 1.147 4.894 -0.510
40 H -1.083 4.845 2.728
41 H -0.987 4.931 0.967
42 H -0.167 6.149 1.957
43 H 0.735 4.020 4.076
44 H 1.751 5.373 3.542
45 H 2.333 3.698 3.400
46 H 3.575 4.929 1.933
47 H 2.652 6.335 1.363
48 H 3.640 5.395 0.233
49 H 0.303 4.253 -0.769
50 H 1.876 4.823 -1.318
51 H 0.802 5.928 -0.440
52 N 0.815 -5.256 4.978
53 C 1.049 -5.650 6.276
54 C 0.677 -6.775 7.003
55 C 1.114 -6.841 8.312
56 C 1.895 -5.819 8.877
57 C 2.260 -4.706 8.147
58 C 1.830 -4.621 6.824
59 N 2.054 -3.637 5.879
60 C 1.438 -4.046 4.804
61 C 1.414 -3.320 3.526
62 C 2.088 -2.109 3.412
63 C 2.060 -1.440 2.204
64 N 1.433 -1.915 1.121
65 C 0.775 -3.070 1.238
66 C 0.735 -3.799 2.414
67 H 0.269 -5.744 4.292
68 H 0.074 -7.563 6.570
69 H 0.848 -7.698 8.917
70 H 2.214 -5.912 9.907
71 H 2.861 -3.915 8.577
72 H 2.608 -1.700 4.267
73 H 2.529 -0.469 2.087
74 H 0.242 -3.411 0.356
75 H 0.161 -4.716 2.432
76 C -2.554 2.064 -0.468
77 C -2.282 1.849 -1.919
78 N -1.166 1.361 -2.429
79 C -1.334 1.315 -3.790
80 C -2.518 1.879 -4.125
81 N -3.115 2.223 -2.933
82 C -4.381 2.919 -2.828
83 N -5.329 2.443 -3.799
84 N -5.866 3.316 -4.682
85 N -6.749 2.719 -5.388
86 C -6.818 1.403 -4.975
87 C -7.618 0.346 -5.422
88 C -7.449 -0.867 -4.798
89 C -6.504 -1.045 -3.762
90 C -5.705 -0.020 -3.308
91 C -5.903 1.211 -3.942
92 H -2.650 1.123 0.084
93 H -3.523 2.537 -0.336
94 H -1.777 2.689 -0.020
95 H -0.583 0.877 -4.426
96 H -3.008 2.039 -5.069
97 H -4.266 3.984 -3.025
98 H -4.776 2.772 -1.825
99 H -8.328 0.489 -6.226
100 H -8.043 -1.716 -5.112
101 H -6.388 -2.022 -3.312
102 H -4.950 -0.201 -2.547

***

Record 2
The following is a DFT calculation (the ωB97M-V functional and the def2-TZVPD basis) of 7 unconnected molecules or ions with the total composition C35H47F18O16PS.

The HOMO energy is -9.30 eV. As for the charge: 0. The frontier orbital gap comes out at 7.59 eV. The structure (SMILES) is CCOCCCCCC1=C([PH2]=S)C(=O)OC1=O.CCOC(=O)C(F)(F)F.CCOC(=O)C(F)(F)F.CCOC(=O)C(F)(F)F.CCOC(=O)C(F)(F)F.CCOC(=O)C(F)(F)F.CCOC(=O)C(F)(F)F.

Geometry (Å):
1 C 5.248 2.695 3.160
2 C 4.340 2.082 2.095
3 O 4.288 2.959 0.986
4 C 3.336 2.578 -0.011
5 C 2.169 3.585 -0.158
6 C 2.419 4.952 0.484
7 C 2.360 4.993 2.022
8 C 1.038 5.538 2.599
9 C -0.187 4.906 2.038
10 C -0.662 3.649 2.085
11 P 0.001 2.202 2.927
12 S -1.344 1.236 3.939
13 C -1.914 3.597 1.289
14 O -2.583 2.651 1.003
15 O -2.215 4.883 0.861
16 C -1.181 5.709 1.250
17 O -1.131 6.872 0.983
18 H 5.913 3.408 2.669
19 H 4.666 3.248 3.902
20 H 5.839 1.941 3.679
21 H 4.694 1.089 1.793
22 H 3.332 1.941 2.520
23 H 3.885 2.458 -0.944
24 H 2.932 1.600 0.268
25 H 1.237 3.127 0.182
26 H 2.040 3.750 -1.233
27 H 1.651 5.643 0.112
28 H 3.374 5.341 0.132
29 H 2.590 4.024 2.460
30 H 3.143 5.669 2.378
31 H 1.057 5.415 3.687
32 H 0.981 6.609 2.388
33 H 0.616 1.427 1.930
34 H 1.038 2.733 3.705
35 C 3.087 -4.038 -3.549
36 C 4.197 -3.015 -3.606
37 O 3.673 -1.674 -3.739
38 C 3.259 -1.097 -2.626
39 O 3.273 -1.550 -1.520
40 C 2.770 0.332 -2.936
41 F 1.989 0.367 -4.015
42 F 3.818 1.137 -3.156
43 F 2.078 0.807 -1.899
44 H 2.436 -3.947 -4.418
45 H 3.504 -5.040 -3.524
46 H 2.473 -3.902 -2.658
47 H 4.815 -3.164 -4.488
48 H 4.842 -3.068 -2.730
49 C -5.468 -0.646 3.558
50 C -6.007 -1.582 4.615
51 O -5.572 -2.940 4.379
52 C -4.341 -3.220 4.766
53 O -3.555 -2.477 5.276
54 C -4.033 -4.707 4.497
55 F -4.436 -5.081 3.282
56 F -4.661 -5.469 5.402
57 F -2.725 -4.933 4.597
58 H -5.749 -0.989 2.561
59 H -5.861 0.359 3.708
60 H -4.379 -0.598 3.604
61 H -7.094 -1.623 4.589
62 H -5.705 -1.272 5.614
63 C -0.527 -4.783 7.489
64 C -1.044 -3.376 7.283
65 O -0.568 -2.489 8.321
66 C 0.656 -2.017 8.167
67 O 1.416 -2.240 7.272
68 C 0.987 -1.057 9.328
69 F 0.621 -1.571 10.507
70 F 0.338 0.103 9.159
71 F 2.291 -0.805 9.368
72 H -0.792 -5.145 8.483
73 H -0.961 -5.449 6.744
74 H 0.558 -4.821 7.397
75 H -2.128 -3.348 7.357
76 H -0.770 -2.980 6.308
77 C -3.305 3.918 -2.691
78 C -1.847 4.318 -2.714
79 O -1.064 3.395 -3.501
80 C -1.092 3.589 -4.812
81 O -1.680 4.444 -5.403
82 C -0.194 2.548 -5.508
83 F -0.404 1.322 -5.019
84 F 1.094 2.863 -5.315
85 F -0.430 2.527 -6.814
86 H -3.411 2.891 -2.337
87 H -3.864 4.577 -2.027
88 H -3.744 3.975 -3.687
89 H -1.425 4.273 -1.712
90 H -1.712 5.331 -3.091
91 C -4.296 -0.151 -1.150
92 C -5.074 0.931 -0.435
93 O -6.299 1.244 -1.135
94 C -7.316 0.428 -0.913
95 O -7.335 -0.528 -0.195
96 C -8.550 0.915 -1.699
97 F -8.230 1.243 -2.954
98 F -9.067 1.998 -1.103
99 F -9.482 -0.030 -1.735
100 H -4.106 0.137 -2.185
101 H -3.343 -0.313 -0.648
102 H -4.847 -1.091 -1.162
103 H -4.508 1.858 -0.412
104 H -5.300 0.654 0.593
105 C 6.050 -4.313 -9.598
106 C 6.061 -5.798 -9.312
107 O 5.554 -6.081 -7.990
108 C 4.237 -6.108 -7.867
109 O 3.424 -5.927 -8.722
110 C 3.863 -6.461 -6.413
111 F 4.600 -5.761 -5.538
112 F 4.078 -7.762 -6.187
113 F 2.581 -6.202 -6.184
114 H 6.606 -3.774 -8.830
115 H 6.509 -4.117 -10.566
116 H 5.033 -3.923 -9.614
117 H 7.076 -6.187 -9.313
118 H 5.484 -6.355 -10.049

***

Record 3
The following is a DFT calculation (the ωB97M-V functional and the def2-TZVPD basis) of a molecular structure, C35H48BrCaGeN8O5S.

The HOMO energy is -4.29 eV. As for the charge: -1. The frontier orbital gap comes out at 6.06 eV. Its energy relative to the best compared isomer or geometry (same formula, charge and spin) is 0.6268 eV.

Geometry (Å):
1 Ca -0.446 -0.083 -0.934
2 O -3.526 1.110 3.746
3 C -4.319 0.680 2.722
4 C -5.683 0.549 2.962
5 C -6.518 0.049 1.980
6 C -6.006 -0.313 0.746
7 C -4.656 -0.143 0.494
8 C -3.805 0.374 1.459
9 C -2.329 0.589 1.108
10 O -2.113 0.703 -0.183
11 N -1.651 -0.570 1.787
12 N -0.337 -0.708 1.639
13 C 0.196 -1.844 1.946
14 C 1.591 -2.114 1.899
15 Br 2.642 -0.864 0.896
16 C 2.241 -3.185 2.421
17 C 1.738 -4.105 3.417
18 C 0.749 -3.738 4.336
19 C 0.317 -4.612 5.312
20 C 0.855 -5.886 5.403
21 C 1.852 -6.263 4.513
22 C 2.304 -5.382 3.548
23 H -2.600 0.997 3.488
24 H -6.062 0.818 3.935
25 H -7.570 -0.075 2.191
26 H -6.650 -0.744 -0.007
27 H -4.224 -0.403 -0.464
28 H -1.951 1.488 1.667
29 H -2.180 -1.442 1.658
30 H -0.431 -2.688 2.261
31 H 3.258 -3.375 2.102
32 H 0.344 -2.740 4.303
33 H -0.435 -4.293 6.018
34 H 0.510 -6.570 6.165
35 H 2.284 -7.252 4.584
36 H 3.091 -5.685 2.871
37 O 1.948 -2.560 -1.884
38 C 1.672 -3.653 -1.156
39 C 2.677 -4.604 -0.975
40 C 2.439 -5.748 -0.241
41 C 1.199 -5.954 0.349
42 C 0.202 -5.014 0.184
43 C 0.418 -3.863 -0.560
44 C -0.695 -2.857 -0.703
45 O -1.679 -2.920 0.035
46 O -0.535 -1.977 -1.605
47 H 1.084 -2.078 -1.985
48 H 3.639 -4.417 -1.428
49 H 3.225 -6.486 -0.125
50 H 1.016 -6.840 0.940
51 H -0.779 -5.141 0.618
52 C -4.837 3.421 0.224
53 N -3.537 3.911 -0.162
54 C -2.809 3.431 -1.189
55 N -3.331 2.449 -1.959
56 S -1.382 4.179 -1.580
57 H -5.206 4.028 1.047
58 H -4.796 2.376 0.547
59 H -5.535 3.495 -0.617
60 H -3.080 4.608 0.405
61 H -3.910 1.764 -1.494
62 H -2.650 2.014 -2.570
63 C 0.038 3.648 1.680
64 N 0.972 2.534 1.574
65 C 1.438 2.200 2.911
66 N 2.082 3.339 3.575
67 C 1.116 4.432 3.629
68 N 0.645 4.823 2.307
69 C 1.795 5.206 1.494
70 N 2.779 4.136 1.394
71 C 2.118 2.980 0.786
72 C 3.201 3.766 2.738
73 H -0.820 3.345 2.287
74 H -0.300 3.921 0.678
75 H 2.159 1.381 2.848
76 H 0.584 1.883 3.519
77 H 1.583 5.298 4.111
78 H 0.257 4.109 4.227
79 H 2.269 6.087 1.939
80 H 1.440 5.453 0.489
81 H 2.838 2.162 0.709
82 H 1.771 3.259 -0.210
83 H 3.681 4.629 3.211
84 H 3.915 2.940 2.666
85 C 0.818 0.925 -5.979
86 Ge 0.156 -0.031 -4.331
87 C -1.830 0.131 -4.454
88 C 0.588 -1.951 -4.649
89 C 0.814 0.779 -2.691
90 H 0.339 0.545 -6.879
91 H 1.892 0.800 -6.082
92 H 0.613 1.990 -5.906
93 H -2.214 -0.293 -5.379
94 H -2.125 1.179 -4.427
95 H -2.298 -0.386 -3.618
96 H 0.318 -2.229 -5.665
97 H 0.035 -2.589 -3.971
98 H 1.647 -2.147 -4.512
99 H 0.716 1.861 -2.783
100 H 1.872 0.553 -2.557

***

Record 4
The following is a DFT calculation (the ωB97M-V functional and the def2-TZVPD basis) of a molecular structure, C35H48F4GaN2O.

The HOMO energy is -5.21 eV. As for the charge: -1. The frontier orbital gap comes out at 7.61 eV.

Geometry (Å):
1 C -5.739 -3.966 0.076
2 C -5.392 -2.466 0.047
3 C -6.140 -1.669 -1.039
4 C -5.224 -0.835 -1.963
5 C -5.575 -0.962 -3.459
6 C -4.714 -2.036 -4.177
7 C -3.709 -1.438 -5.181
8 C -2.297 -2.063 -5.157
9 C -2.233 -3.551 -4.781
10 C -1.908 -3.843 -3.318
11 C -0.579 -3.238 -2.814
12 C -0.719 -2.654 -1.411
13 C 0.271 -1.528 -1.082
14 C 0.023 -1.001 0.348
15 C 0.280 0.510 0.523
16 Ga 1.688 0.978 1.938
17 C 2.362 -0.630 3.012
18 C 1.623 -1.034 4.223
19 O 2.122 -0.978 5.328
20 C 0.238 -1.607 4.150
21 C -0.801 -1.043 3.413
22 C -2.073 -1.618 3.392
23 C -2.321 -2.786 4.113
24 C -1.292 -3.353 4.864
25 C -0.028 -2.768 4.888
26 C 3.236 1.820 0.890
27 C 3.370 3.210 0.795
28 C 4.392 3.767 0.040
29 C 5.266 2.913 -0.616
30 C 5.061 1.549 -0.481
31 N 4.085 0.992 0.242
32 C 0.991 2.407 3.283
33 F 0.220 3.379 2.653
34 F 0.154 1.864 4.233
35 C 2.069 3.188 4.044
36 F 3.202 2.454 4.128
37 F 1.698 3.475 5.326
38 H -5.725 -4.337 1.095
39 H -6.729 -4.141 -0.337
40 H -5.030 -4.537 -0.517
41 H -5.616 -2.056 1.029
42 H -4.319 -2.361 -0.084
43 H -6.841 -0.996 -0.553
44 H -6.727 -2.358 -1.644
45 H -4.180 -1.079 -1.783
46 H -5.349 0.210 -1.684
47 H -6.625 -1.233 -3.539
48 H -5.446 0.014 -3.920
49 H -5.399 -2.693 -4.706
50 H -4.212 -2.597 -3.400
51 H -4.136 -1.494 -6.180
52 H -3.601 -0.383 -4.943
53 H -1.661 -1.454 -4.523
54 H -1.883 -1.970 -6.160
55 H -3.161 -4.039 -5.071
56 H -1.451 -4.016 -5.382
57 H -2.714 -3.515 -2.667
58 H -1.849 -4.923 -3.185
59 H -0.188 -2.496 -3.504
60 H 0.146 -4.049 -2.769
61 H -0.575 -3.414 -0.645
62 H -1.715 -2.239 -1.254
63 H 1.274 -1.953 -1.114
64 H 0.185 -0.726 -1.812
65 H 0.625 -1.607 1.022
66 H -1.021 -1.210 0.583
67 H 0.618 0.915 -0.428
68 H -0.640 1.036 0.778
69 H 3.358 -0.366 3.357
70 H 2.482 -1.485 2.345
71 H -0.627 -0.134 2.860
72 H -2.845 -1.148 2.802
73 H -3.307 -3.222 4.067
74 H -1.497 -4.250 5.430
75 H 0.767 -3.194 5.483
76 H 2.682 3.873 1.296
77 H 4.496 4.840 -0.046
78 H 6.075 3.294 -1.219
79 H 5.734 0.872 -0.996
80 H 2.283 4.145 3.571
81 N 6.201 6.997 -0.184
82 C 7.391 6.693 -0.697
83 C 8.566 6.685 0.039
84 C 8.503 7.013 1.383
85 C 7.272 7.331 1.934
86 C 6.157 7.307 1.110
87 H 7.397 6.439 -1.751
88 H 9.505 6.424 -0.431
89 H 9.397 7.015 1.994
90 H 7.175 7.587 2.979
91 H 5.174 7.542 1.503

***

Respective energy values: -2864.4413, -5102.9478, -7903.6038, -3871.4788 Eh.